Formula: C5H16O2S
Source: OMol25
Level of theory: ωB97M-V/def2-TZVPD

XYZ file:
```
24
Properties=species:S:1:pos:R:3:forces:R:3
C 3.383 1.454 -0.985 -0.4 0.6 -3.5
C 1.906 1.281 -1.282 -3.1 -0.3 -0.4
C 0.895 1.448 -0.033 2.0 2.1 1.5
C -0.317 2.401 -0.087 -1.1 0.8 -2.4
S -1.966 1.670 -0.896 1.4 -0.5 1.8
C -2.630 0.621 0.505 1.7 0.9 -0.2
H 4.115 1.427 -1.904 -1.8 -0.3 1.4
H 3.564 0.622 -0.403 1.5 -1.0 2.1
H 3.429 2.476 -0.678 0.8 0.4 1.3
H 1.618 1.910 -2.145 -0.3 -0.3 0.5
H 1.496 0.282 -1.421 1.3 -0.5 -1.5
H 0.554 0.488 0.372 0.2 0.0 -0.4
H 1.606 1.851 0.786 -1.3 -0.4 -0.8
H -0.278 3.166 -0.948 0.7 -0.8 1.5
H -0.458 2.981 0.868 -0.4 -0.9 -1.0
H -2.009 0.966 1.334 -0.1 -0.5 0.1
H -3.583 0.982 0.694 -1.9 0.7 0.3
H -2.708 -0.457 0.456 0.6 -0.2 -0.5
H -0.574 -3.059 0.415 -0.5 -1.4 -0.5
H -0.849 -3.471 -0.962 0.0 0.5 -2.4
O -0.917 -3.833 -0.114 0.5 0.9 2.9
H -2.669 -4.824 1.715 -1.0 1.1 -1.2
H -1.392 -4.942 2.469 -1.0 -0.9 -0.3
O -2.215 -5.441 2.243 2.0 -0.3 1.5
```
Positions in Å, forces in eV/Å.

Computed properties:
SMILES = CCCCSC.O.O
HOMO-LUMO gap = 9.12 eV
strongest force on any atom = 3.57 eV/Å
ΔE to the lowest compared entry with this formula, charge and spin = 2.669 eV

***

Formula: C24H29F4OSi
Source: OMol25
Level of theory: ωB97M-V/def2-TZVPD

XYZ file:
```
59
Properties=species:S:1:pos:R:3:forces:R:3
C 3.079 0.823 -2.308 -0.4 0.2 0.3
Si 2.132 1.972 -1.177 0.3 0.4 -0.4
C 1.907 1.131 0.480 -0.2 0.0 -0.1
C 3.092 3.561 -0.962 -0.4 -0.5 0.0
O 0.644 2.340 -1.878 0.0 -0.1 0.6
C -0.516 1.998 -1.202 -0.4 -1.0 -0.2
C -1.191 0.884 -1.534 0.9 0.7 0.2
C -2.426 0.403 -0.852 -0.3 -0.3 0.2
C -3.726 1.054 -1.343 -0.4 -0.2 0.1
C -3.956 2.491 -0.864 -0.1 0.2 -0.2
C -3.049 3.533 -1.551 -0.2 0.1 -0.2
C -1.896 4.038 -0.684 -0.1 0.5 -0.2
C -1.001 2.929 -0.135 0.4 0.2 0.2
H 4.045 0.587 -1.871 0.2 0.0 0.0
H 2.527 -0.100 -2.453 -0.1 -0.2 -0.1
H 3.236 1.290 -3.275 0.1 0.0 -0.2
H 2.880 0.882 0.894 0.2 0.0 0.1
H 1.388 1.777 1.181 -0.1 0.1 0.2
H 1.333 0.217 0.359 -0.2 -0.2 0.0
H 4.060 3.361 -0.512 0.2 0.0 0.1
H 3.245 4.035 -1.927 0.1 0.1 -0.1
H 2.543 4.246 -0.324 0.0 0.2 0.1
H -0.809 0.307 -2.359 0.1 -0.2 -0.3
H -2.499 -0.685 -0.974 0.0 0.1 -0.2
H -2.330 0.545 0.231 -0.1 0.1 0.0
H -3.751 1.037 -2.439 0.1 0.0 0.1
H -4.578 0.436 -1.029 0.2 0.1 0.1
H -5.008 2.758 -1.040 0.2 -0.1 -0.1
H -3.834 2.543 0.225 0.0 0.0 0.0
H -2.649 3.102 -2.476 0.0 0.0 0.1
H -3.650 4.391 -1.878 0.2 -0.1 0.2
H -1.284 4.737 -1.269 -0.1 -0.1 0.0
H -2.304 4.630 0.146 0.1 -0.2 0.0
H -1.532 2.363 0.634 -0.1 0.0 -0.1
H -0.136 3.368 0.374 -0.1 0.1 -0.1
F -3.172 -4.655 1.705 0.7 0.9 0.5
C -2.355 -3.742 2.281 0.3 -0.3 -0.3
C -2.764 -3.057 3.409 -0.7 0.0 0.5
C -1.925 -2.138 4.015 0.0 0.1 0.1
F -2.336 -1.459 5.109 0.3 -0.6 -0.9
C -0.670 -1.922 3.502 0.4 0.5 0.5
C -0.206 -2.614 2.367 -0.6 -0.2 0.0
C 1.116 -2.353 1.935 -0.1 -0.2 -0.2
C 1.912 -2.859 0.881 0.2 -0.3 -0.5
C 3.214 -2.341 0.743 0.4 0.6 0.4
C 4.063 -2.782 -0.242 0.2 0.1 0.1
F 5.315 -2.282 -0.327 -1.1 -0.4 0.0
C 3.639 -3.752 -1.132 0.6 -0.2 -0.5
C 2.367 -4.286 -1.031 -0.4 -0.1 0.1
F 1.963 -5.247 -1.894 0.4 0.9 0.8
C 1.520 -3.848 -0.042 -0.4 -0.5 -0.3
C -1.102 -3.515 1.761 -0.3 -0.5 -0.5
H -3.739 -3.243 3.820 -0.3 0.0 0.1
H -0.044 -1.196 3.988 0.2 0.2 0.2
H 1.627 -1.628 2.544 0.2 0.3 0.2
H 3.570 -1.580 1.414 0.1 0.2 0.2
H 4.309 -4.114 -1.890 0.2 -0.1 -0.3
H 0.567 -4.324 0.009 -0.2 -0.2 -0.1
H -0.856 -4.046 0.870 0.0 -0.2 -0.2
```
Positions in Å, forces in eV/Å.

Computed properties:
net charge = +1
HOMO-LUMO gap = 3.99 eV
strongest force on any atom = 1.26 eV/Å
ΔE to the lowest compared entry with this formula, charge and spin = 0.000 eV

***

Formula: C33H29NO5P2SSn
Source: OMol25
Level of theory: ωB97M-V/def2-TZVPD

XYZ file:
```
72
Properties=species:S:1:pos:R:3:forces:R:3
Sn -1.018 1.909 2.462 -0.1 0.0 0.2
C -1.737 0.144 -4.406 0.0 0.0 0.0
S -0.730 -1.347 -4.318 0.0 0.0 0.0
C 0.836 -0.641 -3.746 0.1 0.0 0.0
C 0.820 -0.076 -2.326 0.0 0.0 -0.1
C 0.555 -1.181 -1.317 0.1 -0.1 0.0
N 0.473 -0.776 0.094 0.0 0.3 0.2
P -0.677 -1.529 1.137 0.1 -0.1 -0.1
C -0.598 -3.289 0.620 0.0 0.0 0.1
C 0.269 -4.095 1.357 0.0 0.0 0.0
C 0.466 -5.425 1.016 0.0 0.0 0.0
C -0.219 -5.969 -0.062 0.0 0.0 0.0
C -1.103 -5.183 -0.789 0.0 0.0 0.0
C -1.292 -3.850 -0.450 0.0 0.0 0.0
C -2.278 -1.006 0.433 -0.1 0.0 0.0
C -3.437 -1.637 0.895 0.0 0.0 0.0
C -4.689 -1.176 0.524 0.0 0.0 0.0
C -4.811 -0.063 -0.302 0.0 0.0 0.0
C -3.670 0.575 -0.761 0.0 0.0 0.0
C -2.414 0.103 -0.397 0.0 0.0 0.0
P 1.816 -0.142 0.974 0.0 -0.1 -0.1
C 3.227 -0.902 0.080 0.0 0.0 0.0
C 3.996 -0.281 -0.900 0.0 0.0 0.0
C 4.994 -0.984 -1.562 0.0 0.0 0.0
C 5.231 -2.317 -1.256 0.0 0.0 0.0
C 4.478 -2.942 -0.271 0.0 0.0 0.0
C 3.492 -2.234 0.398 0.0 0.0 0.0
C 1.964 1.626 0.499 0.0 0.0 0.0
C 0.932 2.360 -0.083 0.0 0.0 0.0
C 1.018 3.742 -0.219 0.0 0.0 0.0
C 2.147 4.412 0.227 0.0 0.0 0.0
C 3.185 3.694 0.809 0.0 0.0 0.0
C 3.090 2.318 0.953 0.0 0.0 0.0
H -2.672 -0.138 -4.889 0.0 0.0 0.0
H -1.248 0.906 -5.013 0.0 0.0 0.0
H -1.970 0.540 -3.419 0.0 0.0 0.0
H 1.155 0.122 -4.457 0.0 0.0 0.0
H 1.551 -1.464 -3.815 0.0 0.0 0.0
H 0.073 0.717 -2.259 0.0 -0.1 0.0
H 1.787 0.395 -2.137 0.0 0.0 0.0
H 1.342 -1.939 -1.426 0.0 0.0 0.0
H -0.379 -1.670 -1.586 -0.1 0.0 0.0
H 0.781 -3.677 2.218 0.0 0.0 0.0
H 1.142 -6.039 1.597 0.0 0.0 0.0
H -0.074 -7.009 -0.328 0.0 0.0 0.0
H -1.644 -5.605 -1.626 0.0 0.0 0.0
H -1.983 -3.246 -1.027 0.0 0.0 0.0
H -3.357 -2.498 1.549 0.0 0.0 0.0
H -5.575 -1.680 0.888 0.0 0.0 0.0
H -5.790 0.302 -0.581 0.0 0.0 0.0
H -3.753 1.443 -1.404 0.0 0.0 0.0
H -1.527 0.593 -0.776 0.0 0.0 0.0
H 3.826 0.760 -1.143 0.0 0.0 0.0
H 5.586 -0.490 -2.323 0.0 0.0 0.0
H 6.006 -2.864 -1.777 0.0 0.0 0.0
H 4.664 -3.979 -0.020 0.0 0.0 0.0
H 2.913 -2.722 1.174 0.0 0.0 0.0
H 0.053 1.845 -0.448 0.0 0.0 0.0
H 0.198 4.290 -0.665 0.0 0.0 0.0
H 2.216 5.487 0.129 0.0 0.0 0.0
H 4.068 4.209 1.164 0.0 0.0 0.0
H 3.899 1.774 1.428 0.0 0.0 0.0
O -3.615 6.742 5.323 0.0 0.0 0.0
C -3.114 5.808 4.773 0.0 0.0 0.0
C -3.034 5.576 3.250 0.0 0.0 0.0
O -3.464 6.301 2.392 0.0 0.0 0.0
C -2.327 4.297 3.118 -0.1 0.1 0.0
C -1.988 3.760 4.331 -0.1 0.1 0.1
O -1.349 2.610 4.379 0.1 -0.2 -0.1
C -2.422 4.607 5.451 0.0 0.0 0.0
O -2.286 4.437 6.633 0.0 0.0 0.0
O -2.006 3.659 2.010 0.1 -0.1 -0.2
```
Positions in Å, forces in eV/Å.

Computed properties:
HOMO-LUMO gap = 7.48 eV
strongest force on any atom = 0.34 eV/Å
ΔE to the lowest compared entry with this formula, charge and spin = 0.521 eV

***

Formula: C3H6N2O
Source: OMol25
Level of theory: ωB97M-V/def2-TZVPD

XYZ file:
```
12
Properties=species:S:1:pos:R:3:forces:R:3
N 1.982 0.426 -0.217 0.1 -0.1 0.0
C 0.821 -0.279 -0.356 -0.1 -0.1 -0.2
O 0.670 -1.211 -1.112 0.1 0.4 0.3
N -0.244 0.229 0.433 0.1 0.1 -0.2
C -1.540 -0.485 0.477 -0.1 -0.1 0.1
C -1.696 0.776 -0.286 0.0 -0.2 -0.3
H 2.180 0.973 0.605 -0.1 0.0 -0.1
H 2.775 0.062 -0.724 -0.1 0.0 0.1
H -1.424 -1.452 -0.016 0.0 0.2 0.1
H -1.947 -0.569 1.487 0.1 0.1 -0.2
H -1.494 0.519 -1.338 -0.1 0.0 0.1
H -0.084 1.010 1.047 0.2 -0.2 0.3
```
Positions in Å, forces in eV/Å.

Computed properties:
HOMO-LUMO gap = 8.50 eV
strongest force on any atom = 0.53 eV/Å
ΔE to the lowest compared entry with this formula, charge and spin = 3.726 eV

***

Formula: C9H7ClF2N2O
Source: OMol25
Level of theory: ωB97M-V/def2-TZVPD

XYZ file:
```
22
Properties=species:S:1:pos:R:3:forces:R:3
C 3.286 -0.234 0.199 1.4 -0.2 -0.1
C 5.360 -0.237 -0.031 -1.0 -0.6 0.0
C 0.158 2.276 0.221 0.2 0.3 -0.1
C -0.775 1.328 0.530 -0.3 -0.1 -0.1
C 1.969 0.074 0.425 -2.1 5.8 -0.4
C 1.505 2.007 0.274 1.3 -5.7 0.6
C -0.451 -0.020 1.064 0.4 -0.1 0.1
C 0.746 -0.763 0.442 -0.4 -0.1 -0.1
C 0.457 -1.340 -0.944 0.1 0.0 0.3
N 4.328 0.589 0.197 -0.5 0.2 0.1
N 5.031 -1.501 -0.177 1.0 -0.1 -0.1
O 3.684 -1.524 -0.028 -0.7 0.4 0.2
F 2.493 2.824 0.068 -0.1 0.2 -0.1
F 0.968 -1.849 1.297 0.1 -0.3 0.1
Cl 6.946 0.297 -0.121 0.6 0.1 -0.1
H -0.151 3.276 -0.063 0.0 0.0 0.0
H -1.819 1.595 0.490 -0.1 0.1 0.0
H -0.202 0.105 2.129 0.0 -0.1 0.0
H -1.317 -0.680 1.014 0.1 0.0 0.0
H -0.406 -1.999 -0.895 -0.1 0.0 0.0
H 1.317 -1.917 -1.277 0.0 0.0 -0.1
H 0.263 -0.538 -1.648 0.0 0.1 -0.1
```
Positions in Å, forces in eV/Å.

Computed properties:
HOMO-LUMO gap (alpha / beta) = 8.24 / 6.25 eV
strongest force on any atom = 6.16 eV/Å
ΔE to the lowest compared entry with this formula, charge and spin = 2.460 eV

***

Formula: C10H15NO
Source: OMol25
Level of theory: ωB97M-V/def2-TZVPD

XYZ file:
```
27
Properties=species:S:1:pos:R:3:forces:R:3
C 1.815 -1.410 0.774 1.7 -3.3 2.0
C 0.702 -1.933 0.303 -0.4 1.6 -0.2
C -2.397 0.117 0.098 -2.7 3.3 0.7
C 1.541 1.137 1.217 1.7 2.0 -2.4
C 2.226 -0.045 0.607 -0.1 0.5 -1.0
C -0.325 -1.100 -0.296 -2.9 -0.7 0.0
C 1.375 0.810 -0.222 0.3 1.2 0.9
C -3.268 0.733 1.215 2.3 -5.2 2.2
C -0.772 -1.397 -1.683 1.0 -0.3 1.8
C 1.525 1.330 -1.587 0.3 4.2 0.8
N -1.392 -0.632 0.520 1.7 -0.7 0.3
O -2.703 0.527 -1.006 0.7 -0.7 -1.0
H 2.607 -2.144 1.268 -1.7 1.6 -1.1
H 0.509 -2.953 0.229 0.0 -2.0 0.2
H 0.796 0.847 1.839 -2.4 -0.4 2.0
H 2.050 2.098 1.440 0.0 -0.9 0.2
H 3.259 -0.072 0.438 1.7 0.7 -0.2
H -3.862 1.412 0.812 -2.9 2.8 -1.6
H -3.769 -0.088 1.792 -0.5 0.5 -1.0
H -2.735 1.108 2.048 1.2 1.1 0.6
H -1.557 -0.890 -2.100 -1.7 1.6 -0.6
H -0.992 -2.403 -1.797 -0.9 -2.6 0.3
H 0.032 -1.379 -2.304 2.6 0.7 -2.0
H 0.667 1.910 -2.124 1.2 -0.8 1.6
H 1.665 0.502 -2.162 0.9 -2.2 -2.0
H 2.502 2.041 -1.603 -2.0 -1.5 -0.3
H -1.421 -0.668 1.536 0.9 -0.5 -0.4
```
Positions in Å, forces in eV/Å.

Computed properties:
<S²> = 2.010
spin multiplicity = 3
HOMO-LUMO gap (alpha / beta) = 6.75 / 8.76 eV
strongest force on any atom = 6.08 eV/Å
ΔE to the lowest compared entry with this formula, charge and spin = 3.880 eV

***

- strongest force on any atom of number 4 (C3H6N2O)?
  0.53 eV/Å